No. 1
A single C5H8N2O molecule at a distorted geometry, computed with the ωB97M-V functional and the def2-TZVPD basis.

Element x y z (Å)
C  -1.420  -1.177  1.445
H  2.788  1.352  0.805
H  -2.534  -0.406  -1.071
H  -1.345  -0.910  2.497
C  -0.467  -0.844  0.563
N  -1.727  -0.617  -1.636
H  1.851  2.654  0.017
N  0.986  0.766  -0.169
O  0.421  -1.246  -1.781
H  -1.858  -1.077  -2.527
H  0.652  0.604  1.908
C  -0.466  -0.762  -1.093
H  -2.350  -1.634  1.123
C  2.160  1.608  -0.053
C  0.497  0.215  0.892
H  2.812  1.475  -0.921

Total charge ... 0
SMILES ... C=C(/C=N/C)C(N)=O
Orbital gap ... 0.3397 hartree

Need the Mulliken charges? In units of e they are:
1. C -0.76
2. H 0.31
3. H 0.22
4. H 0.24
5. C -0.07
6. N -0.46
7. H 0.29
8. N -0.25
9. O -0.58
10. H 0.24
11. H 0.38
12. C 0.85
13. H 0.30
14. C -0.88
15. C -0.15
16. H 0.31



No. 2
A single C6H14FOP molecule at a distorted geometry, computed with the ωB97M-V functional and the def2-TZVPD basis.

Element x y z (Å)
C  1.472  1.324  0.318
H  2.757  -2.443  -0.390
P  -1.235  0.249  0.488
C  -3.771  -1.030  0.133
C  -0.083  1.626  -0.162
C  -3.025  0.414  -0.262
H  -3.620  1.322  0.176
H  1.334  -0.574  -0.970
H  -3.003  0.435  -1.453
H  3.976  0.003  -0.857
H  1.378  -0.995  0.867
C  1.849  -0.256  0.056
H  3.930  -0.151  1.093
H  1.607  1.512  1.474
F  -3.183  -2.149  -0.689
H  2.216  2.086  -0.221
H  -0.376  2.660  0.357
H  -3.414  -1.256  1.246
O  3.611  -2.039  -0.023
H  -0.818  -1.075  0.037
H  -4.932  -0.939  0.030
C  3.469  -0.549  0.067
H  -0.140  1.825  -1.316

Total charge ... 0
SMILES ... OCCCCPCCF
Orbital gap ... 0.3465 hartree

Need the Mulliken charges? In units of e they are:
1. C -0.59
2. H 0.31
3. P -0.17
4. C -0.31
5. C -0.57
6. C -0.55
7. H 0.34
8. H 0.40
9. H 0.29
10. H 0.23
11. H 0.37
12. C -0.81
13. H 0.24
14. H 0.30
15. F -0.31
16. H 0.30
17. H 0.33
18. H 0.29
19. O -0.53
20. H 0.04
21. H 0.28
22. C -0.24
23. H 0.34



No. 3
C43H39GeN2OPRhS as an isolated structure at a distorted geometry, computed with the ωB97M-V functional and the def2-TZVPD basis.

Element x y z (Å)
H  0.131  -4.064  -1.652
C  -3.632  -3.433  0.994
H  -1.269  3.997  -4.439
C  -0.419  3.512  0.607
C  0.846  -4.775  1.945
C  -3.419  1.065  4.569
C  4.573  2.141  1.773
C  3.758  -1.133  -2.508
H  0.789  -5.843  1.805
C  2.329  2.967  1.593
H  2.842  2.712  -2.019
C  -0.886  5.851  0.892
H  5.077  0.545  0.448
C  0.405  -3.119  -2.114
C  -4.512  -4.292  0.351
H  -3.351  -3.606  2.022
C  -3.404  0.506  2.237
C  2.055  2.084  0.548
C  -1.506  4.288  2.608
C  -0.372  3.703  -3.918
C  0.875  3.875  -4.507
C  3.058  1.184  0.146
C  0.692  2.834  -1.942
C  -1.004  3.248  1.846
H  1.568  3.651  1.939
Rh  -0.253  -0.089  -0.809
P  0.424  2.162  -0.277
H  2.894  -2.400  3.197
C  1.956  -4.214  2.551
C  1.916  -2.908  -2.057
C  -3.853  1.307  3.275
H  4.385  -1.971  -2.189
O  4.011  -0.048  -1.618
H  -2.213  -0.169  5.844
H  5.550  2.177  2.225
H  -1.042  2.231  2.219
H  -3.179  -1.184  -1.504
C  -1.440  5.592  2.136
H  4.036  -0.834  -3.521
C  1.000  -2.034  2.280
C  -3.547  -2.065  -0.990
C  -1.597  -0.168  -3.526
C  3.575  3.002  2.196
S  -2.017  -0.658  -4.969
H  -4.545  2.111  3.071
H  2.996  3.660  -4.269
H  -5.602  -4.699  -1.441
H  -4.740  -2.720  -2.639
C  -0.128  -2.596  1.691
C  2.024  3.519  -3.819
H  -1.441  3.067  -2.179
C  2.912  0.184  -0.918
H  2.774  -4.841  2.866
H  0.069  -3.119  -3.149
C  -0.468  3.182  -2.643
H  3.650  -3.818  -3.052
H  2.282  -3.165  -1.055
H  3.761  3.710  2.989
H  1.062  -0.956  2.401
N  -1.370  0.203  -2.422
H  -3.781  1.680  5.380
C  2.030  -2.841  2.726
C  -4.424  -2.927  -1.628
N  1.886  -0.540  -1.219
C  2.565  -3.820  -3.099
C  -0.373  4.820  0.127
H  -0.120  -2.306  -1.580
H  -1.943  4.088  3.576
H  -1.051  -4.416  1.017
H  2.230  -4.842  -2.938
H  -1.814  6.406  2.737
Ge  -1.482  -1.313  0.928
H  -4.911  -5.146  0.875
H  -3.745  0.684  1.226
H  -1.426  -1.610  4.010
H  1.677  -1.108  -3.219
C  -3.111  -2.363  0.290
H  2.264  -3.515  -4.098
C  -2.545  0.024  4.834
C  -4.899  -4.039  -0.953
H  -0.842  6.863  0.519
C  1.938  2.987  -2.542
C  2.251  -1.428  -2.336
H  0.955  4.296  -5.496
C  4.311  1.235  0.763
C  -2.095  -0.788  3.802
H  0.080  5.038  -0.829
C  -0.192  -3.970  1.502
C  -2.494  -0.501  2.509

Multiplicity ... 2
Total charge ... +2
Orbital gap (spin up / spin down) ... 0.1831 / 0.1749 hartree

Need the Mulliken charges? In units of e they are:
1. H 0.46
2. C -0.36
3. H 0.49
4. C -0.04
5. C -0.70
6. C -0.63
7. C -0.98
8. C -0.66
9. H 0.46
10. C -1.17
11. H 0.47
12. C -0.81
13. H 0.60
14. C -0.39
15. C -0.68
16. H 0.49
17. C -0.44
18. C 0.74
19. C -0.62
20. C -0.84
21. C -0.62
22. C 0.30
23. C 0.61
24. C -0.01
25. H 0.40
26. Rh -0.22
27. P 2.70
28. H 0.46
29. C -0.59
30. C 0.58
31. C -0.74
32. H 0.43
33. O -0.36
34. H 0.46
35. H 0.47
36. H 0.55
37. H 0.26
38. C -0.69
39. H 0.23
40. C -0.31
41. C -0.31
42. C 0.56
43. C -0.78
44. S -0.19
45. H 0.49
46. H 0.48
47. H 0.41
48. H 0.46
49. C 0.42
50. C -0.90
51. H 0.52
52. C -0.37
53. H 0.42
54. H 0.44
55. C -0.54
56. H 0.41
57. H 0.10
58. H 0.50
59. H 0.55
60. N -0.89
61. H 0.49
62. C -0.74
63. C -0.68
64. N 1.50
65. C -1.64
66. C -0.46
67. H -0.62
68. H 0.54
69. H 0.58
70. H 0.44
71. H 0.44
72. Ge 0.85
73. H 0.44
74. H 0.44
75. H 0.47
76. H 0.56
77. C 0.18
78. H 0.41
79. C -0.69
80. C -0.59
81. H 0.45
82. C -0.22
83. C -0.67
84. H 0.45
85. C -0.97
86. C -0.42
87. H 0.48
88. C -0.35
89. C 0.23



No. 4
A single C5H5NO molecule, computed with the ωB97M-V functional and the def2-TZVPD basis.

Element x y z (Å)
O  1.250  -1.322  -2.178
H  -0.196  2.088  0.966
C  -0.991  -1.411  -1.296
H  0.211  0.945  2.275
H  -3.119  -1.844  -0.605
H  1.412  -0.345  0.697
C  -2.116  -1.655  -0.926
C  0.355  -0.833  -1.517
N  0.842  0.436  0.371
H  1.475  2.034  1.641
C  0.293  0.454  -0.809
C  0.584  1.453  1.381

Total charge ... 0
Orbital gap ... 0.3439 hartree

Need the Mulliken charges? In units of e they are:
1. O -0.54
2. H 0.33
3. C -0.15
4. H 0.29
5. H 0.37
6. H 0.26
7. C 0.16
8. C 0.33
9. N -0.05
10. H 0.27
11. C -0.56
12. C -0.71



No. 5
A 2-piece molecular cluster, C5H10O2 overall, computed with the ωB97M-V functional and the def2-TZVPD basis.

Element x y z (Å)
H  0.353  1.425  2.200
H  -1.134  -0.305  -0.958
H  -0.229  -0.470  -2.850
O  1.266  -1.881  -0.320
C  0.136  0.892  1.275
H  0.877  -0.905  -1.882
C  -1.158  0.704  0.985
H  1.386  0.721  -0.529
H  -2.568  -0.651  0.040
O  0.617  -0.185  -2.487
C  1.389  -1.107  0.608
H  -1.866  1.095  1.717
H  1.519  -1.504  1.634
H  -2.388  0.906  -0.735
H  2.268  0.759  1.012
C  -1.825  0.112  -0.227
C  1.357  0.397  0.516

Total charge ... 0
SMILES ... C/C=C\CC=O.O
Orbital gap ... 0.3867 hartree

Need the Mulliken charges? In units of e they are:
1. H 0.32
2. H -0.02
3. H 0.28
4. O -0.56
5. C -0.36
6. H 0.39
7. C -0.11
8. H 0.32
9. H 0.31
10. O -0.67
11. C 0.11
12. H 0.32
13. H 0.35
14. H 0.31
15. H 0.32
16. C -0.70
17. C -0.63



No. 6
A single C4H6N2 molecule at a distorted geometry, computed with the ωB97M-V functional and the def2-TZVPD basis.

Element x y z (Å)
H  2.584  1.074  0.211
N  0.307  -1.489  -0.028
C  1.737  0.531  0.353
H  2.182  -0.849  -0.995
C  -0.866  0.704  -0.076
C  1.533  -0.641  -0.227
C  -2.047  -0.345  0.128
H  -2.460  -0.378  1.130
H  -0.571  1.525  -0.719
H  -2.789  -0.653  -0.704
H  0.997  1.105  0.983
N  -0.607  -0.584  -0.057

Total charge ... 0
Orbital gap ... 0.3168 hartree

Need the Mulliken charges? In units of e they are:
1. H 0.28
2. N -0.80
3. C -0.76
4. H 0.38
5. C -0.39
6. C 0.01
7. C -0.35
8. H 0.22
9. H 0.37
10. H 0.22
11. H 0.31
12. N 0.52



No. 7
A single C12H15N molecule at a distorted geometry, computed with the ωB97M-V functional and the def2-TZVPD basis.

Element x y z (Å)
H  0.779  3.318  0.805
H  3.607  -0.404  0.761
H  -4.466  0.315  0.468
H  -1.029  3.056  1.248
C  0.594  -2.919  -0.339
H  1.162  2.542  -1.762
C  1.584  -0.802  0.460
H  -0.432  3.847  -0.297
H  1.631  -3.272  0.163
C  -2.322  1.009  0.035
C  2.961  -1.220  0.739
C  -2.948  -1.272  0.183
C  1.271  1.670  -1.098
H  -3.622  -2.018  0.150
H  -0.256  -3.289  0.241
C  0.003  1.713  -0.177
C  -0.969  0.693  -0.188
C  -3.303  0.113  0.307
C  -0.170  3.041  0.444
N  -1.729  -1.667  -0.230
C  0.546  -1.406  -0.116
H  3.302  -1.984  0.019
C  -0.743  -0.757  -0.287
H  2.083  1.716  -0.459
H  3.044  -1.666  1.818
H  0.583  -3.125  -1.493
H  -2.598  2.038  0.165
H  1.439  0.730  -1.560

Total charge ... 0
Orbital gap (spin up / spin down) ... 0.2518 / 0.2931 hartree

Need the Mulliken charges? In units of e they are:
1. H 0.45
2. H 0.39
3. H 0.23
4. H 0.36
5. C -1.03
6. H 0.38
7. C 0.06
8. H 0.32
9. H 0.29
10. C -0.84
11. C -1.54
12. C -0.52
13. C -1.52
14. H 0.49
15. H 0.34
16. C 0.88
17. C 0.73
18. C -0.56
19. C -1.61
20. N -0.57
21. C 0.83
22. H 0.41
23. C 0.28
24. H 0.42
25. H 0.29
26. H 0.22
27. H 0.42
28. H 0.42



No. 8
An isolated ion of composition H3NO4P and charge -1 at a distorted geometry, computed with the ωB97M-V functional and the def2-TZVPD basis.

Element x y z (Å)
O  1.193  -0.086  1.496
H  0.984  -1.646  0.824
O  1.740  -1.040  -0.817
H  -0.435  1.117  -1.234
P  1.248  0.315  0.052
O  2.065  1.453  -0.436
N  -0.384  0.429  -0.499
H  -0.966  0.704  0.279
O  1.082  -2.188  0.006

Total charge ... -1
SMILES ... N[P@](=O)([O-])OO
Orbital gap ... 0.3584 hartree

Need the Mulliken charges? In units of e they are:
1. O -0.77
2. H 0.42
3. O -0.29
4. H 0.24
5. P 0.92
6. O -0.74
7. N -0.59
8. H 0.23
9. O -0.41



| no. | M (u) |
| --- | --- |
| 1 | 112.132 |
| 2 | 152.149 |
| 3 | 838.355 |
| 4 | 95.101 |
| 5 | 102.133 |
| 6 | 82.106 |
| 7 | 173.259 |
| 8 | 112.001 |